Record 1
The following is a quantum chemistry calculation of a molecular structure, C28H24N5O2RuS in a non-equilibrium geometry, from OMol25.

Structure (XYZ):
```
61
Properties=species:S:1:pos:R:3:forces:R:3
Ru 0.507452 0.147343 -0.061330 -4.3 -1.6 1.5
C -0.676415 3.637946 -2.350090 -0.2 -0.1 0.0
C -0.648304 2.651810 -1.219759 -0.3 0.1 -0.1
O -0.388564 1.453430 -1.482873 1.2 0.2 0.0
C -0.976852 3.117379 0.083406 0.0 0.1 -0.2
C -1.090519 2.363615 1.213188 -0.2 -0.2 0.0
C -1.671028 2.968650 2.450923 0.1 -0.1 0.0
N -0.701711 1.031779 1.266607 1.4 0.4 -1.0
N -0.984471 0.429426 2.401133 -0.2 -0.6 0.4
C -0.685475 -0.878214 2.329156 -0.3 0.5 0.6
O -0.357903 -1.422612 1.234310 1.0 0.5 -0.7
C -0.751028 -1.664342 3.578695 0.1 0.0 -0.1
C -1.126662 -1.074610 4.785091 0.0 0.0 0.0
C -1.087819 -1.814793 5.954613 0.0 0.0 0.0
C -0.674911 -3.140620 5.926792 0.0 0.0 0.0
C -0.297540 -3.729766 4.726818 0.0 0.0 0.0
C -0.333644 -2.993689 3.554639 0.0 0.0 0.0
H -0.436812 3.141703 -3.285905 0.0 0.0 0.0
H 0.048200 4.431557 -2.157535 0.0 0.0 0.0
H -1.662131 4.100851 -2.421668 0.0 0.0 0.0
H -1.254208 4.159256 0.162595 0.0 0.0 0.0
H -1.910231 4.015942 2.289958 0.0 0.0 0.0
H -0.971572 2.865433 3.281432 0.0 0.0 0.0
H -2.574300 2.429370 2.736652 0.0 0.0 0.0
H -1.447187 -0.041963 4.794604 0.0 0.0 0.0
H -1.374395 -1.357534 6.892742 0.0 0.0 0.0
H -0.651975 -3.717333 6.842071 0.0 0.0 0.0
H 0.028312 -4.761698 4.710340 0.0 0.0 0.0
H -0.036023 -3.429329 2.610195 0.0 0.0 0.0
N 2.624358 -0.853359 -3.549245 0.1 0.0 -0.1
C 3.635608 -0.006593 -3.109410 -0.1 0.0 0.0
C 4.840968 0.388584 -3.679616 0.0 0.0 -0.1
C 5.607472 1.269748 -2.945673 0.0 0.0 0.0
C 5.189260 1.742794 -1.688993 0.0 0.0 0.0
C 3.997396 1.341426 -1.125367 0.0 0.0 0.1
C 3.217768 0.450441 -1.859401 0.0 0.0 0.1
N 1.985871 -0.121854 -1.569711 0.2 0.0 0.4
C 1.669949 -0.876565 -2.595754 0.1 0.0 -0.1
C 0.423151 -1.617542 -2.604884 0.0 -0.1 0.0
C -0.119043 -2.418710 -3.554867 -0.1 -0.1 -0.1
S -1.595612 -3.059561 -2.987673 0.0 0.0 0.1
C -1.407138 -2.217133 -1.516349 -0.1 0.0 0.1
N -0.322826 -1.506878 -1.453144 0.7 0.9 -0.3
H 2.612925 -1.366383 -4.413737 0.0 0.0 0.0
H 5.160218 0.024301 -4.647401 0.0 0.0 0.0
H 6.555113 1.606519 -3.344245 0.0 0.0 0.0
H 5.821339 2.438335 -1.153552 0.0 0.0 0.0
H 3.668707 1.693008 -0.155792 0.0 0.0 0.0
H 0.254916 -2.665052 -4.535859 0.0 0.0 0.0
H -2.123150 -2.286384 -0.710033 0.0 0.1 0.0
C 4.080062 -0.215147 3.158144 0.1 0.0 0.0
C 3.295101 0.926462 3.170256 -0.1 -0.1 0.0
C 2.225227 1.052519 2.287985 0.0 0.0 0.0
C 1.946345 0.034675 1.379046 0.7 0.1 -0.8
C 2.738814 -1.115335 1.374650 0.0 0.1 0.2
C 3.794893 -1.242126 2.266656 -0.1 0.0 0.1
H 4.914036 -0.307972 3.842733 0.0 0.0 0.0
H 3.509023 1.723458 3.871656 0.0 0.0 0.0
H 1.622042 1.951512 2.319639 0.0 0.0 -0.1
H 2.519977 -1.925632 0.690726 0.0 0.0 -0.1
H 4.395345 -2.143443 2.270314 0.0 0.0 0.0
```
Forces are in eV/Å.

Calculated values
electronic energy: -1998.50146 Ha
total charge: +1
ΔE to the lowest compared entry with this formula, charge and spin: 0.000 eV
HOMO-LUMO gap (alpha / beta): 5.932 / 6.248 eV
E_HOMO (alpha / beta): -10.3 / -10.5 eV



Record 2
The following is a quantum chemistry calculation of 2 unconnected molecules or ions with the total composition C55H56F6N3O in a non-equilibrium geometry, from OMol25.

Structure (XYZ):
```
121
Properties=species:S:1:pos:R:3:forces:R:3
C -5.122942 0.255810 -2.147703 0.0 0.1 0.1
C -4.627623 -0.331415 -0.825235 0.2 0.4 0.2
C -4.514876 -1.851431 -0.976504 -0.1 -0.3 0.1
C -5.487105 0.020350 0.389456 0.3 -0.2 0.0
C -6.808329 0.446579 0.233639 -0.1 -0.1 0.2
C -7.681659 0.453439 1.323490 0.2 0.0 0.2
C -7.235530 0.045207 2.582868 -0.4 0.1 -0.4
C -5.902833 -0.301226 2.789639 0.2 0.3 0.5
C -5.437408 -0.694437 4.198259 0.4 -0.3 -0.6
C -6.383096 -1.664341 4.901723 -0.1 0.0 -0.1
C -5.132225 0.529114 5.049066 0.0 0.2 0.0
C -5.012767 -0.229655 1.701718 -0.7 -0.3 0.1
N -3.636831 -0.605873 1.940427 1.6 -0.9 -0.3
N -3.386226 -1.872683 2.378164 1.9 0.2 0.0
N -2.045917 -2.036580 2.294391 -2.1 1.9 -0.4
C -1.389848 -3.186434 2.865410 0.3 -1.0 0.5
C -0.446143 -3.025478 3.907823 -0.2 0.4 0.3
C -0.154739 -1.706905 4.652067 -0.3 -0.2 -0.7
C 1.346315 -1.467360 4.822698 0.2 0.1 0.0
C -0.872994 -1.692513 6.001612 -0.2 -0.1 0.0
C 0.234732 -4.150299 4.373252 -0.1 -0.1 -0.3
C -0.025663 -5.411037 3.851218 -0.1 0.1 0.1
C -0.998026 -5.567788 2.871262 0.1 0.0 0.0
C -1.665258 -4.466139 2.335113 -0.3 0.1 -0.2
C -2.688060 -4.668226 1.209726 0.3 0.1 0.0
C -4.102077 -4.717430 1.788244 -0.3 0.1 0.2
C -2.440482 -5.913636 0.350590 0.1 0.1 0.0
C -1.448665 -0.888030 1.804609 0.0 -2.1 0.4
C -0.036835 -0.807603 1.556814 1.2 0.0 -0.3
C 0.626154 -1.978849 1.119562 -0.2 0.6 0.2
C 2.004019 -2.027393 1.115303 0.2 0.0 -0.1
C 2.681981 -3.336781 0.802369 0.4 -1.2 -0.1
F 3.679632 -3.202016 -0.122120 -0.8 -0.1 1.0
F 3.236921 -3.891932 1.935601 -0.4 0.6 -1.2
F 1.800516 -4.268193 0.310716 0.9 0.9 0.4
C 2.759906 -0.886360 1.387773 -0.1 -0.1 -0.3
C 2.097908 0.319253 1.593259 0.3 -0.2 -0.1
C 2.906317 1.581952 1.652938 0.7 0.9 0.3
F 2.232686 2.650152 1.103131 0.5 -0.8 0.5
F 3.198787 1.939723 2.951304 -0.2 -0.2 -1.2
F 4.093615 1.482044 0.979863 -1.2 0.1 0.8
C 0.718866 0.374251 1.741955 -0.4 -0.8 -0.1
C -2.431607 0.052895 1.612818 -1.2 2.2 -0.6
C -2.203754 1.365320 1.166375 -0.6 -0.9 0.4
H -5.250001 1.339852 -2.093210 0.0 -0.1 0.0
H -4.394973 0.040073 -2.936575 -0.1 0.0 0.1
H -6.073736 -0.197645 -2.446794 0.1 0.1 0.0
H -3.630287 0.080050 -0.629637 0.0 -0.1 -0.1
H -4.294994 -2.353567 -0.025342 0.0 0.1 -0.2
H -5.461949 -2.261212 -1.359235 0.2 0.1 0.1
H -3.722609 -2.108378 -1.691194 -0.2 0.1 0.1
H -7.180022 0.733365 -0.755261 0.2 -0.2 0.4
H -8.724532 0.743172 1.180889 0.3 -0.1 0.1
H -7.946925 0.001458 3.414296 0.3 0.0 -0.3
H -4.506090 -1.239546 4.041193 -0.1 0.1 0.3
H -6.578247 -2.531809 4.261054 -0.1 0.1 0.2
H -5.914903 -2.023676 5.825298 -0.1 0.1 -0.1
H -7.334457 -1.182883 5.156392 0.1 -0.2 0.0
H -4.437858 1.192036 4.521228 -0.1 0.0 0.1
H -6.054451 1.082256 5.266751 0.2 0.0 0.0
H -4.668712 0.233269 5.996659 -0.1 0.0 -0.1
H -0.552243 -0.889203 4.040691 0.0 -0.1 0.2
H 1.906773 -1.785321 3.936954 -0.1 0.1 0.2
H 1.542574 -0.400683 4.979886 0.0 -0.1 0.0
H 1.739322 -2.006349 5.693369 0.0 0.1 -0.2
H -1.933145 -1.949521 5.877688 0.2 0.1 0.1
H -0.412959 -2.418547 6.686096 -0.2 0.2 -0.1
H -0.807143 -0.695229 6.450618 0.0 -0.2 0.0
H 0.987177 -4.025366 5.154254 -0.3 -0.1 -0.2
H 0.527761 -6.269989 4.224447 -0.2 0.1 -0.1
H -1.229230 -6.567044 2.498866 0.2 0.4 0.1
H -2.604849 -3.791825 0.546367 -0.1 -0.2 0.1
H -4.374153 -3.727026 2.172860 -0.1 -0.6 -0.1
H -4.824161 -5.018042 1.018190 0.1 0.1 0.2
H -4.144638 -5.442818 2.613087 -0.1 0.1 -0.2
H -1.449353 -5.898120 -0.115066 -0.1 -0.1 0.1
H -2.550939 -6.832106 0.938512 0.0 0.1 -0.2
H -3.187673 -5.942346 -0.450948 0.1 0.0 0.2
H 0.049899 -2.836079 0.789705 0.1 0.1 0.2
H 3.843608 -0.923621 1.366717 -0.1 0.0 -0.1
H 0.207968 1.298090 2.006155 0.2 -0.3 -0.2
H -1.325696 1.462888 0.521078 -0.5 0.2 0.3
H -2.989819 2.111784 1.240441 0.1 -0.2 -0.5
C 0.211020 5.899950 6.868959 -0.1 0.2 0.2
C -0.204481 5.334723 5.549589 0.2 0.2 -0.3
C 0.017647 3.990164 5.226615 -0.1 -0.3 -0.1
C -0.250475 3.515581 3.953439 0.0 -0.1 -0.6
C -0.606138 4.422829 2.908711 -0.4 0.6 0.9
C -0.520406 4.103936 1.524484 0.8 1.1 -0.4
C -0.031055 5.050919 0.573360 0.1 0.0 0.3
C 0.753166 6.182762 0.965193 -0.5 0.6 0.0
C 1.073865 7.209757 0.085311 0.0 -0.3 0.7
C 0.748789 7.072676 -1.268149 1.2 0.4 -1.1
O 1.256789 7.879019 -2.268829 -0.9 -0.8 1.5
C 1.871908 9.104351 -1.987643 0.2 0.8 -0.3
C 2.953106 9.435139 -2.813616 -0.2 -0.1 0.5
C 3.541330 10.694425 -2.701690 -0.1 -0.1 0.0
C 3.006009 11.653664 -1.839275 -0.2 -0.1 0.1
C 1.900512 11.328820 -1.047343 0.2 -0.5 -0.1
C 1.357660 10.033150 -1.078891 0.2 0.1 -0.3
C 0.077479 5.919698 -1.716653 -0.3 -0.4 0.0
C -0.277792 4.925961 -0.828449 -0.1 0.1 -0.2
C -0.992324 5.741909 3.303752 0.6 0.0 -0.4
C -0.771730 6.188333 4.589548 -0.1 -0.3 0.2
H -0.022575 6.969171 6.889188 0.1 -0.2 0.2
H -0.305044 5.422619 7.709480 0.1 0.0 -0.2
H 1.292127 5.774960 7.017273 -0.3 0.0 0.0
H 0.426233 3.319239 5.991313 -0.2 0.2 -0.4
H -0.124021 2.456061 3.712937 0.1 0.4 0.1
H -0.798819 3.120250 1.192813 -0.1 -0.4 0.0
H 1.115717 6.255364 1.988712 -0.1 0.0 -0.2
H 1.593406 8.095715 0.452724 0.1 -0.5 -0.2
H 3.326520 8.691108 -3.510588 0.0 0.1 0.1
H 4.415998 10.924633 -3.311537 -0.3 0.0 0.2
H 3.447748 12.650886 -1.771896 -0.2 -0.4 -0.1
H 1.446268 12.070936 -0.394963 0.2 -0.2 -0.1
H 0.552884 9.753510 -0.401268 0.0 0.2 -0.4
H -0.124792 5.821249 -2.783769 0.1 0.0 0.3
H -0.777914 4.033121 -1.198093 0.0 0.2 0.1
H -1.441279 6.404614 2.559897 0.2 -0.2 0.2
H -0.999036 7.216540 4.872261 -0.1 -0.3 -0.1
```
Forces are in eV/Å.

Calculated values
electronic energy: -2967.84056 Ha
total charge: +1
HOMO-LUMO gap: 3.832 eV
E_HOMO: -8.7 eV



Record 3
The following is a quantum chemistry calculation of a single C4H4O molecule, from OMol25.

Structure (XYZ):
```
9
Properties=species:S:1:pos:R:3:forces:R:3
C -1.593211 0.021156 -1.072419 -0.2 0.0 -0.1
C -0.858942 0.735957 -0.245184 0.2 -0.6 0.0
C 0.166388 0.420442 0.497992 0.0 0.0 -0.1
C 1.504715 -0.034757 0.703904 0.4 0.1 -0.1
O 0.434439 -0.090016 1.711915 0.0 0.1 0.2
H -2.442831 0.331799 -1.662393 0.0 0.3 0.0
H -1.286498 -1.021942 -1.143269 -0.5 0.0 -0.2
H 2.315934 0.642078 0.939411 0.0 0.0 0.0
H 1.760007 -1.004716 0.270042 0.1 0.2 0.2
```
Forces are in eV/Å.

Calculated values
electronic energy: -229.89726 Ha
ΔE to the lowest compared entry with this formula, charge and spin: 3.556 eV
structure (SMILES): C=C=C1CO1
HOMO-LUMO gap: 9.973 eV
E_HOMO: -9.0 eV



Record 4
The following is a quantum chemistry calculation of 2 unconnected molecules or ions with the total composition C5H7BrO in a non-equilibrium geometry, from OMol25.

Structure (XYZ):
```
14
Properties=species:S:1:pos:R:3:forces:R:3
C -2.102368 -1.497668 0.363564 0.7 -2.8 0.6
C 1.302133 1.075780 0.907281 1.0 0.6 0.7
C -2.184135 -0.296417 0.784752 -0.1 1.5 -0.3
C 1.763945 0.267630 -0.010918 2.4 -1.4 -1.7
C 0.916713 -0.136342 -1.215310 3.7 -1.4 0.4
O -2.109616 -2.635600 0.078406 -0.1 -0.5 -0.6
Br -3.383408 0.861660 -0.220898 -1.2 1.3 -0.7
H 1.942377 1.448558 1.694928 -0.1 0.0 0.2
H 0.338468 1.513322 0.790983 -0.7 0.2 0.1
H -1.582906 0.341420 1.351126 0.8 0.5 1.0
H 2.926171 -0.075274 -0.054790 -3.0 0.7 0.5
H 1.623374 -0.363372 -2.061763 -1.1 0.7 0.4
H 0.156355 0.531180 -1.350092 -1.6 2.3 -1.0
H 0.392899 -1.034880 -1.057271 -0.4 -1.6 0.5
```
Forces are in eV/Å.

Calculated values
electronic energy: -2843.77745 Ha
spin multiplicity: 3
ΔE to the lowest compared entry with this formula, charge and spin: 0.000 eV
HOMO-LUMO gap (alpha / beta): 7.677 / 7.194 eV
E_HOMO (alpha / beta): -6.9 / -10.0 eV